124
Properties=species:S:1:pos:R:3:forces:R:3 method="wB97M-V/def2-TZVPD" largest_force_ev_per_a=5.8 total_charge=+1 gap_ha=0.2332
C -5.0092 2.3236 0.7148 0.668 -0.635 0.238
C -4.6801 1.2233 -0.3102 -0.916 0.674 -0.124
C -3.5242 1.6064 -1.2371 0.807 -0.520 0.834
C -2.6687 0.4541 -1.8400 -1.364 -0.095 -0.169
C -3.3737 -0.9119 -1.7208 -0.147 0.161 0.061
C -1.1831 0.4537 -1.4117 -0.081 0.716 1.029
C -0.6237 -0.9545 -1.7641 0.591 0.179 -1.090
Cl -0.4529 -2.1507 -0.5020 0.010 -0.062 -0.098
C -0.2963 -1.4207 -2.9842 0.096 0.072 0.708
C 0.1424 -2.8238 -3.2760 -0.760 0.139 -0.222
Cl -0.4169 -0.4483 -4.4131 -0.060 -0.119 -0.069
C -0.2541 1.6322 -1.9433 -0.533 -1.558 -1.944
P -1.0701 3.0077 -3.0022 -1.377 1.574 0.891
N -1.9808 2.1940 -4.1876 1.033 0.116 -0.285
O 0.1862 3.5850 -3.9272 0.281 -0.901 0.035
C 0.8159 2.0429 -0.8804 -0.089 1.857 -1.491
C 1.2500 3.4854 -1.2284 -0.159 0.680 0.773
C 2.2833 4.1761 -0.3360 1.557 -0.867 -0.786
O 2.4185 3.5700 0.9250 -0.511 0.535 0.256
C 3.6802 3.9448 1.5270 -0.799 -0.142 0.131
C 3.6149 3.7729 3.0366 0.494 0.191 -0.124
C 2.1503 1.2593 -0.9503 1.079 -1.869 -0.456
C 2.4734 0.8237 -2.4110 -1.159 0.125 0.262
C 2.4977 0.0258 -0.0753 0.672 0.152 0.877
C 3.6113 0.3265 0.9496 -0.433 -0.430 0.246
C 3.6252 -0.7477 2.0386 0.159 0.812 -0.005
N -0.0802 2.0124 0.3927 0.960 -2.005 1.218
Br 0.6835 1.4794 2.1242 0.564 0.533 -0.056
S -1.0295 3.4306 0.9481 -5.729 0.404 -0.299
O -2.0453 2.8503 1.7717 1.673 -0.764 0.958
O -1.6952 4.1090 -0.1196 2.259 0.455 -0.788
C -0.3019 4.7831 2.0509 0.737 1.361 2.267
F -1.3695 5.0761 2.8203 0.132 -0.464 -1.064
F 0.6357 4.4064 2.9288 -0.295 -0.143 -0.907
C 0.1466 6.1648 1.3774 0.082 0.780 0.420
F -0.0696 6.2285 0.0647 0.390 -0.144 0.523
F 1.4477 6.3586 1.6655 -0.687 -0.194 -0.550
F -0.5345 7.1627 1.9631 0.362 -0.760 -0.462
C -0.8608 0.6627 0.1053 -0.755 -1.356 -0.329
Br -2.0369 -0.1209 1.4322 -0.204 0.786 -0.177
H -4.4811 2.0802 1.6348 0.034 0.164 0.189
H -4.6365 3.2951 0.4068 -0.280 0.248 -0.158
H -6.0648 2.3382 0.9550 -0.189 0.220 -0.081
H -4.5619 0.2935 0.2309 0.240 -0.197 -0.107
H -5.5757 1.1075 -0.9190 -0.032 -0.282 -0.185
H -3.9277 2.2207 -2.0342 0.071 0.188 -0.176
H -2.8442 2.2379 -0.6675 -0.142 0.214 -0.070
H -2.7358 0.6195 -2.9070 0.676 0.115 -0.106
H -3.1252 -1.5568 -2.5572 0.370 -0.274 0.089
H -4.4444 -0.7662 -1.8204 -0.149 0.173 0.041
H -3.2215 -1.4066 -0.7694 0.080 -0.270 0.033
H -0.7554 -3.4398 -3.2152 0.033 -0.317 0.161
H 0.4788 -2.9177 -4.2996 0.334 0.055 -0.058
H 0.8675 -3.1873 -2.5639 0.219 -0.097 0.069
H 0.1881 1.1051 -2.7820 0.948 0.301 0.198
H -2.4683 2.9297 -4.6878 -0.317 0.058 0.130
H -1.3615 1.7809 -4.8825 -0.235 -0.260 0.025
H 0.3382 4.4988 -3.6794 0.044 0.244 -0.095
H 1.7009 3.3958 -2.2064 0.026 -0.053 -0.181
H 0.4183 4.1742 -1.3585 -0.366 -0.264 0.089
H 2.1637 5.2561 -0.3046 -0.423 0.115 0.265
H 3.2558 4.0655 -0.8327 0.076 -0.015 -0.143
H 4.4371 3.2983 1.0874 0.258 0.142 -0.183
H 3.8472 4.9853 1.2637 0.316 0.114 -0.057
H 3.8662 4.7107 3.5202 -0.075 0.140 0.153
H 2.6243 3.4882 3.3560 -0.088 -0.174 0.082
H 4.3494 3.0533 3.3813 -0.039 -0.259 0.109
H 3.0122 1.8975 -0.7994 -0.482 0.793 0.718
H 3.5252 0.5752 -2.4580 0.182 0.005 -0.092
H 1.8776 -0.0498 -2.6561 0.151 -0.249 -0.158
H 2.2168 1.5888 -3.1398 0.291 0.140 -0.146
H 2.9234 -0.7694 -0.6809 -0.338 -0.129 -0.404
H 1.7214 -0.4541 0.5156 -0.428 0.129 -0.349
H 4.5766 0.3667 0.4502 0.143 0.149 -0.108
H 3.4334 1.2772 1.4443 0.066 0.213 -0.135
H 4.4194 -0.5189 2.7435 0.238 -0.304 0.076
H 3.7284 -1.7486 1.6366 0.047 -0.199 0.036
H 2.7031 -0.6645 2.6118 -0.213 -0.299 0.024
H -0.0308 -0.0198 0.2106 0.385 0.331 0.335
C -8.3719 -5.0818 0.6650 0.047 0.048 0.270
C -7.4459 -4.1471 -0.0820 -0.213 -0.328 -0.254
O -7.0241 -3.0458 0.7404 -0.004 0.101 -0.108
C -6.0709 -3.3242 1.6216 -0.115 0.059 -0.040
O -5.5218 -4.3821 1.7714 0.123 -0.122 0.023
O -5.8176 -2.2133 2.3192 0.069 0.119 0.041
C -4.8584 -2.3850 3.3621 0.173 0.143 0.133
H -9.2142 -4.5295 1.0826 -0.053 0.006 -0.107
H -8.7519 -5.8532 -0.0040 -0.005 0.022 -0.035
H -7.8551 -5.5678 1.4913 0.059 -0.041 -0.057
H -7.9682 -3.6974 -0.9240 0.032 0.194 0.075
H -6.5766 -4.6732 -0.4757 0.086 0.023 0.146
H -3.9410 -2.8301 2.9796 -0.056 -0.127 0.003
H -5.2688 -2.9978 4.1625 0.045 -0.107 -0.051
H -4.6402 -1.3942 3.7532 -0.133 0.064 -0.075
C -2.9873 -7.0342 -7.1441 0.023 -0.158 0.219
C -1.7880 -6.1119 -7.1193 -0.248 0.001 -0.381
O -1.2046 -6.0318 -5.8076 0.045 0.155 -0.005
C -0.4462 -7.0710 -5.4598 -0.137 0.088 0.070
O -0.1994 -8.0290 -6.1380 0.075 -0.133 -0.098
O -0.0114 -6.8627 -4.2157 0.078 0.053 0.108
C 0.7540 -7.9442 -3.6742 0.132 -0.071 0.159
H -3.7124 -6.7370 -6.3854 -0.037 0.088 -0.068
H -3.4671 -7.0058 -8.1219 0.006 0.038 -0.009
H -2.6950 -8.0621 -6.9348 0.054 -0.003 -0.076
H -2.0923 -5.0962 -7.3651 0.071 0.071 0.177
H -1.0342 -6.4149 -7.8449 0.070 -0.104 0.108
H 1.5720 -8.2148 -4.3372 -0.065 -0.043 -0.076
H 0.1130 -8.8054 -3.4953 0.022 -0.042 -0.099
H 1.1582 -7.5961 -2.7282 -0.080 0.115 -0.005
C 7.5743 3.6172 8.2943 0.158 -0.059 -0.227
C 6.3096 2.8097 8.0999 0.055 0.201 0.426
O 6.1290 2.4252 6.7252 -0.153 0.016 -0.020
C 6.8755 1.4024 6.3190 -0.032 0.178 -0.020
O 7.6509 0.7752 6.9848 0.094 -0.135 0.075
O 6.6172 1.1944 5.0235 -0.068 -0.053 -0.158
C 7.4177 0.1694 4.4283 0.032 -0.123 -0.153
H 7.5870 4.4739 7.6193 -0.076 0.060 0.072
H 7.6406 3.9755 9.3210 -0.040 0.007 0.008
H 8.4584 3.0179 8.0819 -0.020 -0.058 0.071
H 5.4387 3.4121 8.3500 -0.080 -0.026 -0.190
H 6.2945 1.9276 8.7387 0.081 -0.093 -0.117
H 7.3557 -0.7557 4.9964 0.059 0.036 0.080
H 8.4532 0.4961 4.3530 0.027 -0.051 0.093
H 7.0215 0.0045 3.4297 -0.076 0.111 0.008



121
Properties=species:S:1:pos:R:3:forces:R:3 method="wB97M-V/def2-TZVPD" largest_force_ev_per_a=8.9 e_above_lowest_kj_mol=9.22 total_charge=+1 gap_ha=0.2675
C 4.1537 -1.3913 -1.2987 -3.922 0.608 0.743
C 3.9458 -1.9737 0.1651 -2.604 -1.414 -1.737
C 2.5070 -1.4713 0.8277 4.321 -4.595 -2.896
N 2.4207 -2.0107 2.2488 -2.022 3.013 -1.040
C 3.4357 -1.2319 3.1463 -2.949 2.086 0.551
C 3.0831 -1.4732 4.6340 2.068 -0.071 2.862
C 1.6927 -1.1549 5.0109 -1.005 -2.188 -1.425
C 0.6464 -1.8355 4.1355 1.088 -1.038 -0.738
C 1.0223 -1.5813 2.5591 -1.187 -3.244 4.961
C 2.5327 -3.4352 2.3775 -2.960 -4.069 -1.857
H 3.4145 -1.7661 -2.0845 0.547 0.198 1.382
H 5.0299 -1.7945 -1.5759 3.400 -0.999 -1.311
H 4.1460 -0.2929 -1.4541 0.217 -0.523 0.689
H 4.8413 -1.8565 0.7302 0.470 0.895 0.761
H 3.9604 -3.1369 0.0104 -0.498 1.972 0.275
H 1.7367 -1.7507 0.0589 0.151 -0.627 1.589
H 2.4856 -0.4663 0.7025 -0.175 3.305 0.995
H 3.6098 -0.1572 2.7219 -1.145 -1.713 1.053
H 4.2786 -1.6887 2.8967 3.914 -2.004 -0.711
H 3.6678 -0.8443 5.5029 -0.497 -1.266 -2.877
H 3.2398 -2.5217 5.0056 0.472 0.568 -1.048
H 1.6539 -0.1654 4.8616 -0.888 4.002 -0.407
H 1.5022 -1.3346 6.0258 -0.125 -0.388 1.512
H -0.3097 -1.3600 4.3284 -0.318 -0.119 -0.171
H 0.5714 -2.9571 4.4651 0.011 1.934 -1.002
H 0.7889 -0.6195 2.3199 0.296 2.940 -0.898
H 0.2708 -2.1434 2.0580 0.074 -0.876 -1.122
H 2.0249 -4.1016 1.5472 1.090 2.230 0.235
H 1.8719 -3.9613 3.0752 0.424 1.285 1.152
H 3.4685 -3.8917 2.4434 1.881 0.189 0.277
C -2.6161 -3.1290 -1.8784 3.725 0.424 4.927
C -3.4699 -1.9003 -1.3116 5.193 -5.110 3.616
C -3.0724 -1.7429 0.1681 -2.781 -2.482 -1.330
N -3.7376 -0.5648 0.7237 -0.779 0.818 1.410
C -5.2040 -0.8224 0.6636 -1.799 -0.476 8.675
C -6.0614 0.2881 1.5798 2.754 -1.705 -4.437
C -5.6630 0.3363 2.9536 1.049 -1.191 4.369
C -4.0856 0.4987 3.0633 0.054 5.090 -0.449
C -3.3262 -0.3671 2.1391 3.508 -1.759 2.034
C -3.3390 0.7010 0.0688 -0.071 4.501 5.060
H -1.4603 -2.9407 -1.9164 -2.130 0.447 -0.269
H -2.9786 -3.2380 -2.7833 -1.285 -1.131 -4.704
H -2.5201 -4.1526 -1.3452 -1.242 1.715 -0.407
H -4.3927 -2.2046 -1.3151 -5.333 -2.027 -0.062
H -3.4634 -1.2139 -2.0120 0.995 4.290 -2.813
H -2.0520 -1.6368 0.1783 2.613 0.369 0.759
H -3.4790 -2.7706 0.7254 1.279 3.005 -1.187
H -5.4866 -1.7643 1.3477 1.497 1.458 -1.454
H -5.6700 -1.0769 -0.1699 -1.145 -0.221 -4.398
H -7.0958 0.1236 1.5062 -1.299 -0.263 -0.701
H -5.7062 1.1199 0.9949 -0.913 1.279 0.460
H -5.9012 -0.6602 3.5740 0.185 1.895 -1.543
H -6.3638 1.1219 3.3868 1.632 -0.640 0.186
H -3.5308 0.6199 4.0200 -0.985 -1.383 0.015
H -3.7214 1.6019 2.8038 -1.524 -1.582 -0.273
H -3.1403 -1.2883 2.6467 -1.477 -1.884 -0.170
H -2.1663 -0.2411 2.2512 -1.817 1.232 -1.269
H -3.2338 0.6256 -0.9005 -0.069 -0.604 -5.085
H -2.3090 1.0428 0.4418 -1.352 -0.850 -0.257
H -4.0658 1.6641 0.3513 1.816 -2.967 -0.764
C 0.0128 0.1106 -1.0907 -0.720 -2.277 2.952
O 0.3890 0.3094 0.2256 0.111 -0.909 1.214
H 0.1367 -0.9441 -1.5518 0.679 0.978 0.189
H 0.4745 0.9092 -1.5183 1.144 1.899 -3.118
H -1.0447 0.2101 -1.0809 -1.513 0.351 -1.092
C 2.3868 3.4439 -2.2325 2.535 -0.623 2.956
C 2.7041 2.5649 -0.9883 -0.749 3.366 2.013
O 4.0960 2.8404 -0.6788 0.369 0.709 -1.367
C 4.7704 2.3329 0.2878 -1.036 -3.841 1.943
O 4.3601 1.5434 1.1488 0.678 1.688 -1.325
C 6.2664 2.5931 0.1514 2.752 3.301 -0.539
F 6.9298 2.7815 1.3193 -0.888 -1.769 -0.467
F 6.9611 1.7221 -0.6634 -1.511 0.969 1.523
F 6.4159 3.8666 -0.3813 -0.411 -1.306 -0.569
H 2.9740 2.9684 -2.9740 0.276 -0.215 -1.224
H 2.8583 4.3723 -2.0013 -0.269 1.146 -0.312
H 1.3756 3.4610 -2.4321 -2.047 0.261 -0.495
H 2.5540 1.6412 -1.3496 0.046 -3.927 -0.409
H 2.1492 2.6813 -0.0067 0.208 0.088 -1.480
C 0.8118 2.5007 -5.1071 -1.642 -5.702 0.414
C -0.4943 1.8927 -4.4600 1.049 3.152 1.485
O -1.5527 2.5642 -5.1827 -2.834 -0.347 0.878
C -2.8630 2.3048 -4.7959 2.034 -4.164 3.181
O -3.2337 1.5408 -3.8610 1.578 3.219 -3.205
C -3.7784 2.7731 -5.8618 -2.282 2.145 -1.652
F -3.3355 2.3646 -7.0553 -0.425 -0.642 0.279
F -5.0831 2.4446 -5.6794 1.379 -0.723 -0.044
F -3.8151 4.1154 -5.9433 0.552 0.243 0.416
H 1.6725 2.0864 -4.5830 0.053 0.301 -0.447
H 0.7508 3.4866 -5.2317 -0.149 4.135 0.506
H 0.6590 2.1503 -6.0864 1.068 -0.751 -1.730
H -0.3717 2.4371 -3.4756 -1.187 -1.577 -0.248
H -0.7282 0.8139 -4.4399 0.719 0.565 0.161
C 1.9752 -1.1518 -4.8662 3.620 -3.093 5.037
C 1.0831 -2.3919 -4.8588 1.040 3.988 4.590
O 1.6089 -3.2016 -3.7538 -0.193 -0.711 -1.745
C 0.8936 -4.2653 -3.4580 -3.749 -0.070 -0.250
O -0.2627 -4.4820 -3.8594 3.350 0.072 0.785
C 1.5118 -5.0837 -2.2817 0.077 0.911 -1.831
F 0.5756 -4.9634 -1.2824 1.751 -1.137 -0.577
F 1.7901 -6.3517 -2.7213 -0.782 1.465 1.584
F 2.6809 -4.4875 -1.9370 -0.990 -1.018 0.667
H 1.7618 -0.6498 -5.7091 -0.349 2.384 -2.748
H 3.1080 -1.5658 -4.8086 -2.364 1.374 -0.569
H 1.8310 -0.5855 -3.8311 0.166 -0.854 -2.430
H 0.8186 -2.7042 -5.7734 -0.041 -2.693 -3.103
H 0.2152 -1.8815 -4.5182 -1.563 -0.541 0.697
C 1.0069 2.4945 3.3014 -0.926 -2.128 2.995
C -0.3656 2.4643 2.7604 0.997 -0.838 0.833
O -0.9705 3.3166 3.7879 -3.466 0.625 -0.770
C -2.1677 4.0468 3.5384 1.453 -3.175 1.215
O -2.7748 4.0184 2.5240 -0.138 0.602 -0.229
C -2.6797 4.5845 4.9463 -0.932 -0.367 -1.252
F -2.0378 3.9704 5.9148 -0.543 -0.284 0.505
F -2.4049 5.8649 5.0208 -0.350 0.842 0.153
F -4.0706 4.3936 5.0712 2.591 0.218 -0.204
H 1.1864 2.1024 4.3462 -0.540 -0.976 -1.241
H 1.0459 3.4293 3.6292 1.393 4.625 0.410
H 1.7049 2.2253 2.6312 2.692 -0.968 -2.162
H -0.5497 1.3806 2.5468 -1.631 0.835 0.707
H -0.3039 2.9303 1.8192 -0.573 0.830 -1.190



Number 1: LUMO level -4.786 eV. Number 2: LUMO level -1.980 eV.